(1)
DFT (ωB97M-V/def2-TZVPD) results for 2 unconnected molecules or ions with the total composition C5H17N3O.

```
26
Properties=species:S:1:pos:R:3:nbo_charge:R:1
O 1.4331 2.0956 1.6106 -0.9682
N 1.1037 -2.7885 1.8153 -0.6792
N -0.1968 2.0660 -0.4190 -0.7032
N 1.2483 -1.2801 -0.8106 -0.7920
C -0.9749 -0.4514 -0.3888 -0.4862
C 0.1650 -1.7376 1.3188 -0.2106
C -0.7158 0.9206 -1.2336 -0.0303
C -2.0532 1.2255 -1.8735 -0.6571
C 0.2244 -1.1535 0.1069 0.2110
H -1.6935 -1.0263 -1.0301 0.2954
H 1.8368 -2.4324 2.4455 0.4488
H 0.7142 1.7180 0.0359 0.4734
H 0.5307 -3.5029 2.2710 0.4700
H 1.1332 -0.7862 -1.6814 0.4107
H -2.8208 1.2340 -1.0579 0.2288
H 1.6772 -3.1783 1.0514 0.4414
H -2.2670 2.1557 -2.4239 0.2657
H -1.7770 -0.3220 0.3771 0.2679
H 1.7885 1.5206 2.2983 0.5042
H 2.1814 2.6740 1.3840 0.5050
H 2.0516 -1.8736 -0.7312 0.4095
H 0.1146 0.8306 -1.9118 0.2025
H -0.6642 -1.5593 1.9775 0.2427
H -0.7825 2.3845 0.3538 0.4458
H 0.0468 2.9062 -0.9564 0.4482
H -2.3037 0.3607 -2.5276 0.2558
```

- 2S+1 = 1
- HOMO energy (eV) = -16.538
- orbital gap (eV) = 10.002
- lowest unoccupied orbital energy (Eh) = -0.240
- charge = +2
- relative energy (zero: lowest compared OMol25 entry of this formula, charge and spin) (kcal per mole) = 45.2



(2)
DFT (ωB97M-V/def2-TZVPD) results for C9H11FINO2 in the gas phase.

```
25
Properties=species:S:1:pos:R:3:nbo_charge:R:1
I -2.2190 -0.7248 -4.3640 0.1488
F -0.2645 -1.9329 -2.5367 -0.3520
O -0.5720 2.2343 0.4153 -0.5433
O 2.0359 -0.3952 0.9316 -0.6765
N 0.0003 -0.6529 0.1655 -0.4086
C 0.3056 0.3823 -0.8546 -0.1559
C 0.7573 -2.1322 2.0003 -0.7183
C 0.4112 1.7702 -0.0647 0.6072
C -1.1604 -0.8739 -2.5620 0.2303
C 1.7385 2.2918 0.2002 -0.8021
C -1.8592 -0.6126 -1.2744 -0.2938
C 0.9729 -1.0286 0.9662 0.6984
C -0.8645 0.4239 -1.7770 -0.2511
C -1.3483 -1.2695 -0.0185 -0.2074
H -2.0675 -0.9923 0.7363 0.2144
H 1.6520 -1.9115 2.5262 0.2573
H 0.6655 -3.0323 1.3594 0.2351
H 1.1749 0.0774 -1.5455 0.2382
H -1.2410 1.4366 -2.1344 0.2676
H -0.0740 -1.8866 2.7075 0.2341
H -1.1622 -2.3214 0.0528 0.2175
H -2.8909 -0.4470 -1.3652 0.2392
H 2.3231 1.3846 0.7084 0.3306
H 1.6556 3.2008 0.8988 0.2334
H 2.5700 2.5112 -0.5288 0.2569
```

- 2S+1 = 1
- HOMO energy (eV) = -9.403
- orbital gap (eV) = 9.679
- lowest unoccupied orbital energy (Eh) = 0.010
- relative energy (zero: lowest compared OMol25 entry of this formula, charge and spin) (kcal per mole) = 0.0



(3)
DFT (ωB97M-V/def2-TZVPD) results for CH4Br2Si in the gas phase.

```
8
Properties=species:S:1:pos:R:3:nbo_charge:R:1
Br 0.0098 -2.3395 -0.7563 0.1019
Br -1.2369 0.5242 -1.8551 0.0871
Si 0.0015 0.2955 1.0054 0.8174
C 0.1917 -0.1503 -0.8530 -0.8926
H 1.1329 -0.3189 1.6687 -0.1410
H -1.4923 0.0539 1.3890 -0.1067
H 0.2394 1.8117 0.8101 -0.1102
H 1.1539 0.1234 -1.4089 0.2442
```

- 2S+1 = 3
- HOMO energy (alpha / beta) (eV) = -6.467 / -9.927
- orbital gap (alpha / beta) (eV) = 7.270 / 5.950
- <S²> = 2.01
- lowest unoccupied orbital energy (alpha / beta) (Eh) = 0.029 / -0.146
- relative energy (zero: lowest compared OMol25 entry of this formula, charge and spin) (kcal per mole) = 73.5



(4)
DFT (ωB97M-V/def2-TZVPD) results for 2 unconnected molecules or ions with the total composition C4H13N3O.

```
21
Properties=species:S:1:pos:R:3:nbo_charge:R:1
O -0.3090 1.5183 -2.5395 -0.5767
N 0.9655 -1.0240 -1.0683 -0.4949
N -1.9957 0.2810 0.6886 -0.6808
N 1.6414 1.1852 -0.6251 -0.6894
C 2.1144 -1.7636 -0.6667 -0.4385
C 0.8461 0.2972 -1.0454 0.4095
C -0.5402 0.6922 -1.5686 0.2458
C -1.8982 1.0631 1.9791 -0.4418
H 2.8840 -1.6853 -1.4334 0.2397
H 2.5117 -1.4075 0.3424 0.2345
H -1.1977 0.3404 0.0559 0.4136
H -2.7642 0.6941 0.0896 0.4535
H -2.2181 -0.6332 0.9782 0.4440
H -1.2034 0.7582 2.6340 0.2355
H 1.4629 2.1711 -0.8281 0.4554
H -1.6882 2.1248 1.7869 0.2363
H 0.4804 -1.4085 -1.8164 0.4232
H -2.8613 1.0666 2.5443 0.2650
H 2.6314 0.8862 -0.5494 0.4533
H 1.7331 -2.6882 -0.5091 0.2473
H -1.0431 1.9411 -3.0817 0.5656
```

- 2S+1 = 1
- HOMO energy (eV) = -18.469
- orbital gap (eV) = 9.300
- lowest unoccupied orbital energy (Eh) = -0.337
- charge = +2
- relative energy (zero: lowest compared OMol25 entry of this formula, charge and spin) (kcal per mole) = 62.5



The following maximum force values (in eV/A) correspond, in order, to the records above: 2.98 4.33 3.47 4.43.